{"formula": "C5H8O2", "method": "the ωB97M-V functional and the def2-TZVPD basis", "multiplicity": 1, "smiles": "C[C@@]1(O)CCC1=O", "relative_energy_kj_mol": 245.2, "symbols": ["C", "C", "O", "C", "C", "C", "O", "H", "H", "H", "H", "H", "H", "H", "H"], "coordinates": [[-1.7429, -0.6585, -0.1781], [-0.4328, 0.0759, -0.0739], [-0.8007, 1.5925, -0.1362], [0.5320, 0.1229, 1.1048], [1.7621, -0.2470, 0.2259], [0.7930, -0.2413, -0.9652], [0.8992, -0.4259, -2.1457], [-2.4161, -0.2968, 0.6057], [-2.1838, -0.4294, -1.1503], [-1.6532, -1.7462, -0.0820], [-0.2974, 2.1078, -0.7903], [0.2791, 1.2515, 1.0292], [0.3524, -0.3644, 2.0698], [2.5643, 0.5007, 0.1946], [2.2394, -1.2318, 0.3492]], "atomic_forces_ev_per_a": [[0.0, 0.0, -0.1], [-0.6, 1.4, -0.6], [-0.7, -1.1, -1.4], [-0.2, 1.2, 0.3], [-0.1, 0.1, -0.1], [0.0, 0.1, -0.7], [0.0, 0.1, 0.5], [0.1, 0.0, -0.1], [-0.1, -0.1, 0.1], [0.2, 0.2, 0.0], [-0.2, -0.7, 0.0], [2.1, -1.4, 2.3], [0.0, 0.1, -0.4], [-0.2, -0.2, -0.1], [-0.3, 0.2, 0.1]]}